No. 1
Here is C4H8O2 in the gas phase in a non-equilibrium geometry from the Open Molecules 2025 dataset. Energies are from wB97M-V/def2-TZVPD.

XYZ file:
```
14
Properties=species:S:1:pos:R:3:forces:R:3
O -1.4312 0.0507 0.5909 0.66 0.17 -0.36
C -1.4116 -0.8022 -0.5286 -0.19 -0.65 -0.55
C -0.1474 -0.7260 0.1741 -0.40 0.14 -0.08
O 0.1189 -1.4075 1.3252 -0.24 -0.57 0.13
C 0.8069 1.3873 0.0590 0.30 0.61 -0.01
C 1.0509 -0.0362 -0.4496 -0.43 0.24 0.27
H -0.2122 1.4003 0.4462 0.48 0.71 -0.13
H -1.4575 -0.2181 -1.4498 -0.09 -0.46 -0.20
H -2.0100 -1.6976 -0.4808 -0.37 -0.17 -0.04
H -0.6784 -1.0936 1.7998 0.49 -0.83 0.55
H 1.4593 1.6037 0.9003 0.24 0.36 -0.19
H 0.8390 2.1266 -0.7313 0.50 0.29 0.01
H 1.0666 -0.1203 -1.5486 -0.34 0.07 0.44
H 2.0067 -0.4671 -0.1069 -0.62 0.10 0.17
```
Forces are in eV/Å.

## Properties
HOMO energy: -9.81 eV
spin multiplicity: 1
Kohn-Sham gap: 10.827 eV
SMILES string: CC[C@]1(O)CO1
LUMO: 1.017 eV

No. 2
Here is a 2-piece molecular cluster, C4H8O2 overall from the Open Molecules 2025 dataset. Energies are from wB97M-V/def2-TZVPD.

XYZ file:
```
14
Properties=species:S:1:pos:R:3:forces:R:3
O 1.2132 0.2355 -0.4713 -0.09 -0.03 -0.08
C 0.6390 -0.8235 0.1726 -0.01 -0.22 0.18
C 1.2442 -1.3622 1.2308 -0.02 0.04 -0.06
C -0.7653 2.5510 -0.2407 -0.09 -0.19 -0.40
O -0.8596 1.9069 -1.2625 0.03 0.41 0.50
C -0.6486 -1.3244 -0.4206 -0.04 -0.02 -0.02
H 0.5599 0.6391 -1.0685 0.10 -0.06 0.08
H -0.4789 -1.6818 -1.4436 -0.01 0.06 0.13
H 2.1867 -0.9618 1.5894 -0.13 -0.04 -0.04
H 0.8176 -2.2199 1.7377 0.03 0.13 -0.12
H 0.0196 2.3398 0.5059 -0.05 -0.02 -0.09
H -1.4686 3.3727 -0.0209 0.05 -0.06 -0.04
H -1.0612 -2.1458 0.1695 0.10 0.13 -0.06
H -1.3981 -0.5257 -0.4779 0.13 -0.12 0.03
```
Forces are in eV/Å.

## Properties
HOMO energy: -8.55 eV
spin multiplicity: 1
Kohn-Sham gap: 8.854 eV
SMILES string: C=C(C)O.C=O
LUMO: 0.301 eV

No. 3
Here is C4H8O2 as an isolated structure from the Open Molecules 2025 dataset. Energies are from wB97M-V/def2-TZVPD.

XYZ file:
```
14
Properties=species:S:1:pos:R:3:forces:R:3
O -0.0117 -0.3800 -2.4093 0.03 -0.27 -0.09
C 0.6343 0.1742 -1.3206 0.12 0.16 0.08
C 1.0005 0.5356 1.1352 -0.15 -0.22 0.21
C -0.5246 0.6528 1.3979 -0.08 0.12 -0.01
C -0.8631 -0.5147 0.4950 -0.14 -0.05 0.09
O 0.4477 -0.6302 -0.1484 0.23 0.12 -0.09
H 0.4136 -1.2246 -2.6084 -0.09 0.11 -0.08
H 1.7231 0.2230 -1.4070 -0.15 0.02 -0.12
H 0.2298 1.1753 -1.1550 0.00 -0.15 -0.04
H 1.3823 -0.2715 1.7834 -0.09 0.10 0.03
H -0.8341 0.5216 2.4400 0.04 -0.02 -0.14
H -0.9426 1.5981 1.0301 0.10 -0.12 0.10
H -1.6515 -0.4012 -0.2586 0.17 0.06 0.12
H -1.0037 -1.4584 1.0258 0.02 0.14 -0.05
```
Forces are in eV/Å.

## Properties
HOMO energy: -7.73 eV
spin multiplicity: 1
Kohn-Sham gap: 8.434 eV
LUMO: 0.699 eV

No. 4
Here is C4H8O2 in the gas phase in a non-equilibrium geometry from the Open Molecules 2025 dataset. Energies are from wB97M-V/def2-TZVPD.

XYZ file:
```
14
Properties=species:S:1:pos:R:3:forces:R:3
C 0.7768 1.1983 -1.8964 0.19 0.18 -0.18
O -0.0851 0.2939 -1.2568 -0.02 -0.14 -0.02
C -0.1562 0.5100 0.1248 0.03 -0.14 0.23
C -1.1035 -0.4991 0.7340 1.35 -1.21 -0.11
C -0.3621 -1.5944 1.6596 0.78 0.12 0.94
O -1.0400 -0.4934 2.1406 -0.42 -0.06 0.32
H 0.4358 2.2383 -1.7749 0.02 -0.15 0.00
H 1.8045 1.1235 -1.5073 -0.15 -0.01 -0.04
H 0.7796 0.9470 -2.9592 0.01 0.06 0.14
H -0.5008 1.5391 0.3493 -0.11 -0.36 -0.04
H 0.8392 0.4136 0.6010 -0.02 0.08 -0.15
H -1.2432 -1.5228 0.3185 -2.20 1.01 -1.09
H 0.7069 -1.6178 1.5181 0.29 0.37 0.51
H -0.8519 -2.5361 1.9487 0.24 0.26 -0.51
```
Forces are in eV/Å.

## Properties
HOMO energy: -8.80 eV
spin multiplicity: 1
Kohn-Sham gap: 9.846 eV
SMILES string: COC[C@H]1CO1
LUMO: 1.041 eV

No. 5
Here is a 2-piece molecular cluster, C4H8O2 overall from the Open Molecules 2025 dataset. Energies are from wB97M-V/def2-TZVPD.

XYZ file:
```
14
Properties=species:S:1:pos:R:3:forces:R:3
C 0.3095 1.4930 -0.7403 -0.06 0.29 -0.13
C -0.5939 0.5908 1.0939 -0.05 -0.07 0.05
O 0.3165 -0.3027 1.3372 -0.11 0.12 0.06
C 0.6861 -1.0668 0.2380 -0.05 -0.30 -0.10
C -0.3260 -1.9833 -0.2890 0.18 0.00 -0.10
O -0.1155 -2.8377 -1.1261 -0.11 0.29 0.27
H 1.2437 1.6047 -1.3062 -0.11 -0.02 0.02
H 0.2742 2.3753 -0.0900 -0.01 -0.25 -0.11
H -0.5301 1.5416 -1.4409 0.16 -0.02 0.12
H -0.7395 1.3103 1.8966 0.04 -0.09 -0.12
H -1.4332 0.3565 0.4433 0.15 0.03 0.04
H 1.6808 -1.4796 0.3835 -0.13 0.00 -0.01
H 0.5792 0.2396 -0.5383 -0.07 0.06 0.09
H -1.3517 -1.8416 0.1383 0.16 -0.04 -0.08
```
Forces are in eV/Å.

## Properties
HOMO energy (alpha / beta): -8.56 / -8.56 eV
spin multiplicity: 1
Kohn-Sham gap (alpha / beta): 8.543 / 8.543 eV
LUMO (alpha / beta): -0.014 / -0.013 eV

No. 6
Here is C4H8O2 in the gas phase from the Open Molecules 2025 dataset. Energies are from wB97M-V/def2-TZVPD.

XYZ file:
```
14
Properties=species:S:1:pos:R:3:forces:R:3
C -1.1107 1.0707 0.8816 -0.12 0.03 0.04
C -0.6471 -0.2744 0.3483 0.10 0.32 0.53
O -1.7546 -0.9867 -0.0712 0.15 -0.26 -0.30
C 1.6795 0.5227 -0.0895 0.15 -0.16 -0.37
C 1.5407 -0.7199 -0.8899 -0.15 0.08 0.04
O 0.2326 -0.0168 -0.7887 0.33 0.04 -0.16
H -1.4119 1.7202 0.0477 0.08 -0.24 0.19
H -1.9830 0.9161 1.5293 0.25 -0.01 -0.15
H -0.3124 1.5602 1.4496 -0.17 -0.20 -0.23
H -0.0334 -0.8153 1.0799 -0.12 0.01 -0.10
H -1.4586 -1.8522 -0.3792 -0.15 0.00 0.04
H 1.8732 1.3177 -0.8252 0.16 -0.05 0.10
H 1.5469 -1.7100 -0.4144 -0.14 0.37 0.10
H 1.8587 -0.7851 -1.9401 -0.36 0.06 0.27
```
Forces are in eV/Å.

## Properties
HOMO energy: -8.24 eV
spin multiplicity: 1
Kohn-Sham gap: 8.929 eV
LUMO: 0.685 eV

No. 7
Here is C4H8O2 in the gas phase from the Open Molecules 2025 dataset. Energies are from wB97M-V/def2-TZVPD.

XYZ file:
```
14
Properties=species:S:1:pos:R:3:forces:R:3
C 0.9098 1.6891 -1.2042 0.19 0.28 -0.13
O 0.1805 0.4823 -0.9373 -0.37 0.17 0.25
C -0.9211 0.6431 -0.2276 0.32 -0.44 -0.16
C -1.3004 -0.7338 0.2568 -0.10 0.04 0.03
C -0.1881 -1.0676 1.2798 -0.27 0.12 0.28
O 0.9259 -1.6734 0.6688 0.16 0.08 -0.19
H 1.6731 1.7919 -0.4256 -0.12 0.02 -0.20
H 0.2213 2.5369 -1.1689 0.14 -0.15 -0.04
H 1.3856 1.5830 -2.1816 -0.11 0.03 0.14
H 0.1025 -0.1358 1.7967 -0.01 -0.20 0.01
H -1.2893 -1.5093 -0.5211 0.01 0.15 0.06
H -2.2852 -0.7096 0.7298 0.16 0.03 -0.04
H -0.5476 -1.7566 2.0465 -0.04 0.03 -0.15
H 1.1330 -1.1401 -0.1120 0.06 -0.15 0.14
```
Forces are in eV/Å.

## Properties
HOMO energy: -8.68 eV
spin multiplicity: 1
Kohn-Sham gap: 9.440 eV
LUMO: 0.758 eV

No. 8
Here is a 2-piece molecular cluster, C4H8O2 overall in a non-equilibrium geometry from the Open Molecules 2025 dataset. Energies are from wB97M-V/def2-TZVPD.

XYZ file:
```
14
Properties=species:S:1:pos:R:3:forces:R:3
C -1.6947 0.0650 0.7346 0.49 -0.06 -0.19
C -0.4757 -0.4618 0.5624 -1.50 -0.71 0.11
O 0.2070 -1.0652 1.5788 0.92 0.48 0.26
C 0.1626 -0.5810 -0.7344 0.07 -1.94 -0.63
C 1.1990 -1.4066 -0.9784 0.25 0.37 0.33
H -2.0508 0.2962 1.7276 -0.34 -0.26 0.01
H -2.3291 0.2046 -0.1312 0.14 0.62 0.12
H 0.0790 -0.6061 2.4180 -0.23 -0.10 -0.14
H -0.4058 -0.3270 -1.6208 0.26 1.46 0.08
H 1.4395 -2.2413 -0.3256 0.56 0.69 0.48
H 1.8610 -1.2290 -1.8233 -0.66 -0.60 -0.44
H 1.2861 2.1036 -0.1103 -0.38 0.22 -0.12
H 0.1713 2.5209 -1.0778 0.01 -0.09 -0.01
O 0.5505 2.7277 -0.2196 0.41 -0.09 0.14
```
Forces are in eV/Å.

## Properties
HOMO energy: -8.49 eV
spin multiplicity: 1
Kohn-Sham gap: 9.017 eV
SMILES string: C=CC(=C)O.O
LUMO: 0.527 eV

No. 9
Here is C4H8O2 in the gas phase from the Open Molecules 2025 dataset. Energies are from wB97M-V/def2-TZVPD.

XYZ file:
```
14
Properties=species:S:1:pos:R:3:forces:R:3
C 1.6357 -0.7710 -0.5300 -0.02 -0.02 -0.04
C 0.4573 -0.0177 0.0358 0.26 0.23 0.02
C -0.5065 0.8509 -0.7556 0.17 -0.02 -0.22
O -1.4263 1.1532 0.2856 -0.22 0.12 -0.10
C -1.5079 -0.0209 1.0771 -0.30 -0.09 0.31
O -0.4720 -0.8863 0.6761 0.06 0.02 0.06
H 2.3080 -0.0687 -1.0347 -0.11 -0.14 0.02
H 2.1789 -1.1925 0.3219 -0.02 -0.05 -0.22
H 1.3794 -1.5850 -1.2117 -0.14 0.16 0.03
H 0.8605 0.6816 0.7832 0.08 -0.07 0.12
H -0.0665 1.7722 -1.1434 -0.10 -0.02 0.19
H -1.0315 0.3279 -1.5642 0.27 -0.14 -0.03
H -1.3821 0.2581 2.1325 -0.06 0.09 -0.14
H -2.4740 -0.5168 0.9281 0.15 -0.07 0.01
```
Forces are in eV/Å.

## Properties
HOMO energy: -9.77 eV
spin multiplicity: 1
Kohn-Sham gap: 10.847 eV
SMILES string: C[C@H]1COCO1
LUMO: 1.080 eV

No. 10
Here is C4H8O2 in the gas phase in a non-equilibrium geometry from the Open Molecules 2025 dataset. Energies are from wB97M-V/def2-TZVPD.

XYZ file:
```
14
Properties=species:S:1:pos:R:3:forces:R:3
C 1.3087 0.0969 0.5165 -1.06 0.15 -1.29
O 2.0047 0.8536 1.4784 -0.41 2.27 -3.67
C 0.0213 0.8283 -0.0542 1.87 0.46 -2.65
C -0.8057 -0.1401 -1.0894 1.75 -0.35 3.07
C -1.7782 -0.9938 -0.2871 -4.52 0.19 0.82
O -2.9847 -0.7005 0.0070 4.85 -0.87 -1.17
H 1.0479 -0.8863 0.9191 0.02 -0.02 -0.09
H 1.9092 -0.0359 -0.4449 -0.25 -0.08 1.46
H 2.1172 0.4187 2.2587 0.30 -2.05 3.12
H 0.5049 1.7273 -0.6820 -1.33 -1.87 1.19
H -0.6775 1.2884 0.6060 -0.26 0.07 0.96
H -1.1699 0.4984 -1.8544 -0.78 0.05 -0.69
H -0.0895 -0.9061 -1.4049 0.10 0.48 -0.74
H -1.4084 -2.0489 0.0311 -0.27 1.57 -0.31
```
Forces are in eV/Å.

## Properties
HOMO energy: -9.98 eV
spin multiplicity: 1
Kohn-Sham gap: 10.508 eV
SMILES string: O=CCCCO
LUMO: 0.532 eV

No. 11
Here is C4H8O2 in the gas phase from the Open Molecules 2025 dataset. Energies are from wB97M-V/def2-TZVPD.

XYZ file:
```
14
Properties=species:S:1:pos:R:3:forces:R:3
C -1.4213 -1.2050 0.1726 0.02 -0.02 -0.06
C -1.1722 0.2664 0.3875 -0.09 -0.16 0.19
C 1.3024 0.1968 -0.4486 -0.37 -0.26 0.10
O 2.2839 1.1650 -0.7619 0.29 -0.05 -0.11
C 0.0935 0.9322 0.0730 0.24 -0.04 0.18
O -1.0379 1.0744 -0.7763 -0.09 0.12 -0.18
H -2.4838 -1.3802 -0.0260 0.14 0.03 0.03
H -1.1443 -1.7837 1.0611 -0.04 0.11 -0.10
H -0.8534 -1.5799 -0.6832 -0.07 0.05 0.14
H -1.7824 0.7223 1.1709 0.07 -0.05 -0.14
H 1.6646 -0.4969 0.3282 -0.03 0.13 -0.10
H 1.0162 -0.3943 -1.3301 0.06 0.12 0.12
H 3.0865 0.7034 -1.0306 -0.09 0.14 0.01
H 0.3562 1.8358 0.6262 -0.05 -0.12 -0.07
```
Forces are in eV/Å.

## Properties
HOMO energy: -10.11 eV
spin multiplicity: 1
Kohn-Sham gap: 10.990 eV
SMILES string: C[C@@H]1O[C@@H]1CO
LUMO: 0.882 eV

No. 12
Here is a 3-piece molecular cluster, C4H8O2 overall in a non-equilibrium geometry from the Open Molecules 2025 dataset. Energies are from wB97M-V/def2-TZVPD.

XYZ file:
```
14
Properties=species:S:1:pos:R:3:forces:R:3
C -0.1786 -2.0072 -0.1769 0.16 0.29 0.35
C 0.0289 -0.9476 0.6015 -0.84 -0.69 -0.04
O 1.6975 0.2645 -0.0247 -0.06 0.49 -1.44
C 1.0802 1.4057 0.4859 -0.11 0.75 0.10
C 0.1711 0.3852 -0.0166 1.47 -0.91 -0.36
O -0.5971 0.6123 -1.1511 0.69 -0.50 -0.05
H -0.3842 -1.8763 -1.2331 -0.20 -0.13 0.14
H 0.0323 -2.9958 0.2049 -0.29 -0.08 -0.03
H -2.6110 0.1052 -0.0222 1.82 3.82 1.65
H 0.4097 -1.0472 1.6095 -0.26 0.04 0.07
H 1.1477 2.1958 -0.2524 -0.06 0.71 0.36
H 1.2937 1.6917 1.5135 -0.26 -0.18 0.04
H -1.9465 1.2848 0.3999 -2.69 -3.67 -1.05
H -0.1438 0.9290 -1.9382 0.61 0.06 0.25
```
Forces are in eV/Å.

## Properties
HOMO energy: -9.19 eV
spin multiplicity: 1
Kohn-Sham gap: 9.360 eV
LUMO: 0.169 eV

Here are the calculated energy relative to the best compared isomer or geometry (same formula, charge and spin) numbers, same order: 291.53, 190.35, 513.74, 481.82, 536.38, 493.46, 368.17, 269.28, 143.54, 233.10, 195.55, 732.65 (kJ/mol).